A molecular structure, C3H9AgO3 at a distorted geometry. Source: OMol25; level of theory: ωB97M-V/def2-TZVPD.

Results
<S²>: 2.01
LUMO level (alpha / beta): 0.0150 / -0.0786 hartree
HOMO (alpha / beta): -5.91 / -9.22 eV
Relative energy (zero: lowest compared OMol25 entry of this formula, charge and spin): 92.08 kcal per mole
2S+1: 3

Element x y z (Å)
Ag: -0.32 -0.73 2.81
O: 1.13 -1.89 3.33
H: 0.94 -2.94 3.97
C: -1.38 0.82 5.36
O: -0.31 0.07 4.80
C: 0.63 -0.41 5.75
C: 1.70 -1.24 5.06
H: -2.07 1.09 4.55
H: -1.91 0.22 6.11
H: -0.97 1.74 5.81
H: 0.08 -1.03 6.48
H: 1.09 0.45 6.25
H: 2.49 -1.41 5.81
H: 2.31 -0.52 4.48
O: 1.23 -3.20 5.26
H: 2.07 -3.66 5.27

---

A single C4H11NO molecule at a distorted geometry. Source: OMol25; level of theory: ωB97M-V/def2-TZVPD.

Results
SMILES string: CC(C)OCN
LUMO level: 0.0369 hartree
HOMO: -8.34 eV
Relative energy (zero: lowest compared OMol25 entry of this formula, charge and spin): 64.07 kcal per mole

Element x y z (Å)
C: -0.77 -0.17 0.33
C: 1.27 0.85 0.52
C: -0.52 -1.59 -0.13
C: -2.08 0.42 -0.15
N: 2.67 0.75 -0.38
O: 0.37 0.78 -0.48
H: -0.73 -0.12 1.43
H: 2.78 1.47 -1.09
H: 2.86 -0.16 -0.77
H: 1.31 1.85 0.96
H: 1.44 0.09 1.29
H: -1.32 -2.24 0.22
H: -2.13 0.38 -1.23
H: -0.50 -1.64 -1.21
H: 0.43 -1.97 0.26
H: -2.92 -0.14 0.27
H: -2.16 1.46 0.17

---

A molecular structure, C47H53N6O2P3PtSe. Source: OMol25; level of theory: ωB97M-V/def2-TZVPD.

Results
Net charge: +2
LUMO level: -0.1561 hartree
HOMO: -11.44 eV
Relative energy (zero: lowest compared OMol25 entry of this formula, charge and spin): 0.00 kcal per mole

Element x y z (Å)
Pt: 0.63 -0.45 0.50
C: 3.43 -1.13 2.58
N: 3.29 -2.40 1.89
C: 3.47 -2.32 0.45
P: 1.76 -2.24 -0.18
C: 1.83 -2.30 -1.98
C: 1.10 -3.21 -2.74
C: 1.15 -3.16 -4.13
C: 1.92 -2.20 -4.76
C: 2.64 -1.27 -4.01
C: 2.59 -1.32 -2.63
C: 1.08 -3.80 0.42
C: 0.14 -3.81 1.44
C: -0.32 -5.01 1.97
C: 0.18 -6.21 1.49
C: 1.14 -6.21 0.48
C: 1.59 -5.02 -0.05
C: 3.88 -3.52 2.57
C: 5.15 -3.98 2.24
C: 5.68 -5.07 2.92
C: 4.96 -5.69 3.93
C: 3.69 -5.22 4.26
C: 3.15 -4.14 3.57
P: 2.18 0.13 2.06
C: 1.47 0.70 3.62
C: 0.96 -0.25 4.51
C: 0.43 0.16 5.73
C: 0.41 1.50 6.06
C: 0.90 2.45 5.17
C: 1.43 2.05 3.95
C: 3.14 1.50 1.39
C: 2.79 2.09 0.17
C: 3.55 3.14 -0.33
C: 4.65 3.60 0.37
C: 5.00 3.03 1.59
C: 4.25 1.98 2.10
H: 4.43 -0.69 2.43
H: 3.30 -1.30 3.65
H: 3.94 -3.23 0.07
H: 4.07 -1.46 0.13
H: 0.50 -3.98 -2.26
H: 0.60 -3.89 -4.72
H: 1.97 -2.17 -5.84
H: 3.24 -0.52 -4.50
H: 3.13 -0.58 -2.05
H: -0.21 -2.86 1.85
H: -1.05 -5.00 2.76
H: -0.17 -7.14 1.90
H: 1.54 -7.15 0.12
H: 2.35 -5.03 -0.83
H: 5.73 -3.50 1.47
H: 6.67 -5.43 2.67
H: 5.38 -6.53 4.46
H: 3.12 -5.70 5.04
H: 2.15 -3.78 3.80
H: 0.98 -1.30 4.26
H: 0.05 -0.58 6.42
H: 0.01 1.82 7.02
H: 0.89 3.50 5.43
H: 1.82 2.79 3.26
H: 1.93 1.75 -0.39
H: 3.27 3.59 -1.28
H: 5.24 4.42 -0.02
H: 5.85 3.39 2.14
H: 4.52 1.55 3.05
C: -1.94 3.45 1.44
P: -1.78 1.68 1.53
C: -3.09 0.93 0.57
C: -2.07 1.18 3.23
O: -0.39 1.29 1.05
H: -2.92 3.76 1.80
H: -1.82 3.77 0.40
H: -1.17 3.91 2.06
H: -4.06 1.23 0.96
H: -3.01 -0.16 0.63
H: -3.01 1.26 -0.47
H: -3.07 1.48 3.54
H: -1.33 1.63 3.88
H: -1.99 0.09 3.31
C: -2.90 -2.10 -3.60
N: -1.97 -1.28 -2.85
C: -1.20 -0.18 -3.41
C: -0.34 0.23 -2.22
O: 0.47 1.11 -2.18
N: -0.65 -0.63 -1.16
C: -1.56 -1.51 -1.60
N: -2.04 -2.50 -0.85
H: -3.25 -1.52 -4.45
H: -3.77 -2.35 -2.99
H: -2.43 -3.01 -3.97
H: -1.83 0.65 -3.72
H: -0.56 -0.51 -4.23
H: -1.56 -2.72 0.01
H: -2.59 -3.23 -1.26
C: -5.76 2.96 -2.68
N: -5.03 4.11 -3.18
C: -3.70 4.28 -3.15
Se: -2.39 3.15 -2.50
N: -3.44 5.48 -3.72
C: -4.62 6.10 -4.12
C: -4.88 7.31 -4.74
C: -6.21 7.60 -4.99
C: -7.24 6.72 -4.64
C: -6.97 5.51 -4.03
C: -5.64 5.22 -3.77
H: -5.03 2.25 -2.30
H: -6.34 2.51 -3.48
H: -6.43 3.27 -1.88
H: -2.50 5.83 -3.82
H: -4.09 7.99 -5.01
H: -6.46 8.54 -5.47
H: -8.26 6.99 -4.86
H: -7.77 4.83 -3.76

---

3 unconnected molecules or ions with the total composition C24H22F16O6 at a distorted geometry. Source: OMol25; level of theory: ωB97M-V/def2-TZVPD.

Results
SMILES string: O=C1OC(=O)C(CCc2ccccc2)=C1CCO.FC(F)C(F)(F)COC(F)(F)C(F)F.FC(F)C(F)(F)COC(F)(F)C(F)F
LUMO level: -0.0207 hartree
HOMO: -9.12 eV

Element x y z (Å)
O: 2.51 2.66 0.15
C: 1.55 2.59 -0.54
O: 1.41 3.06 -1.86
C: 0.34 2.33 -2.42
O: 0.25 2.16 -3.60
C: -0.57 1.80 -1.29
C: -2.02 1.24 -1.32
C: -2.22 -0.07 -2.19
C: -1.18 -1.20 -1.92
C: -1.67 -2.46 -1.30
C: -0.73 -3.58 -1.06
C: 0.69 -3.52 -1.41
C: 1.19 -2.27 -2.00
C: 0.25 -1.16 -2.24
C: 0.17 1.95 -0.15
C: -0.39 1.58 1.26
C: 0.65 1.72 2.44
O: -0.09 1.98 3.68
H: -2.67 2.03 -1.79
H: -2.46 1.04 -0.31
H: -2.33 0.19 -3.28
H: -3.23 -0.50 -1.89
H: -2.73 -2.63 -1.02
H: -1.10 -4.55 -0.62
H: 1.40 -4.37 -1.25
H: 2.25 -2.15 -2.31
H: 0.68 -0.25 -2.73
H: -0.87 0.56 1.27
H: -1.23 2.31 1.47
H: 1.17 0.73 2.58
H: 1.36 2.58 2.33
H: -0.88 1.41 3.65
C: 0.29 5.59 7.46
C: -0.16 6.97 6.95
C: -1.55 7.43 7.40
F: -2.53 6.60 6.99
F: -1.83 8.65 6.87
F: -0.05 7.00 5.61
F: 0.74 7.88 7.42
O: 0.13 4.48 6.58
C: -1.12 3.85 6.54
C: -1.82 4.00 5.19
F: -1.99 5.30 4.86
F: -3.05 3.43 5.23
F: -1.87 4.27 7.58
F: -0.88 2.54 6.77
H: 1.37 5.66 7.59
H: -0.09 5.37 8.46
H: -1.60 7.52 8.49
H: -1.23 3.52 4.40
C: 1.90 -7.08 -6.31
C: 1.91 -7.22 -4.78
C: 0.61 -6.90 -4.05
F: 0.20 -5.63 -4.25
F: 0.77 -7.05 -2.71
F: 2.94 -6.48 -4.28
F: 2.22 -8.52 -4.50
O: 2.41 -5.87 -6.87
C: 1.54 -4.77 -6.94
C: 1.99 -3.61 -6.05
F: 2.09 -3.99 -4.76
F: 1.09 -2.60 -6.10
F: 0.28 -5.17 -6.70
F: 1.56 -4.37 -8.23
H: 2.58 -7.85 -6.69
H: 0.93 -7.34 -6.74
H: -0.19 -7.57 -4.37
H: 2.96 -3.23 -6.37

---

no.,electronic energy (Ha)
1,-492.04599
2,-288.91491
3,-5846.40804
4,-2976.96919